<w>
Computed, not measured: an isolated molecule of C4H10ClN, with wB97M-V/def2-TZVPD.

Last column: natural (NBO) charge in e.
Positions of all 16 atoms, in Å:
C (2.53, -0.41, 0.31)  -0.6082
C (1.20, -0.95, -0.24)  -0.4499
C (-0.04, -0.32, 0.16)  -0.1702
C (-1.38, -0.93, -0.36)  -0.2447
H (2.58, 0.72, 0.39)  0.2257
H (2.81, -0.83, 1.24)  0.2056
H (3.33, -0.72, -0.37)  0.2134
H (1.15, -2.07, -0.27)  0.2239
H (1.19, -0.85, -1.29)  0.2061
H (-0.08, -0.32, 1.32)  0.1876
H (-1.30, -0.46, -1.30)  0.1894
H (-1.54, -2.02, -0.36)  0.2089
H (-2.99, -0.90, 0.88)  0.3505
H (-2.06, 0.38, 0.94)  0.3526
N (-2.50, -0.28, 0.28)  -0.8150
Cl (0.04, 1.45, -0.14)  -0.0755

Calculated values
LUMO energy   1.02 eV
SMILES string   CC[C@@H](Cl)CN
Molar mass   107.58 u
E_HOMO   -9.38 eV
Total charge   0

---

<x>
Computed, not measured: an isolated molecule of C4H10ClN, with wB97M-V/def2-TZVPD.

Last column: natural (NBO) charge in e.
Positions of all 16 atoms, in Å:
C (0.45, -0.83, 1.46)  -0.6288
C (0.26, -0.36, -0.05)  0.0315
C (1.20, -1.20, -0.84)  -0.6701
C (-1.29, -0.40, -0.57)  -0.2039
H (0.11, -0.15, 2.20)  0.2232
H (1.58, -1.11, 1.44)  0.2143
H (-0.03, -1.75, 1.61)  0.2089
H (2.26, -0.86, -0.69)  0.2431
H (1.08, -2.34, -0.60)  0.2269
H (1.03, -1.13, -1.98)  0.2252
H (-1.15, 0.00, -1.68)  0.1701
H (-1.17, -1.49, -0.62)  0.1720
H (-2.97, 0.59, -0.40)  0.3686
H (-1.92, 0.85, 0.73)  0.3614
N (-2.34, 0.11, 0.14)  -0.8236
Cl (0.82, 1.38, -0.05)  -0.1186

Calculated values
LUMO energy   0.89 eV
SMILES string   CC(C)(Cl)CN
Molar mass   107.58 u
E_HOMO   -9.55 eV
Total charge   0

---

Most stable structure, least stable structure: <w>, <x>.

---

<w>
Computed, not measured: a cluster of 2 separate species, NO5S in total, with wB97M-V/def2-TZVPD.

Last column: natural (NBO) charge in e.
Positions of all 7 atoms, in Å:
N (2.02, -1.30, -1.45)  0.2956
O (-2.12, 0.94, -0.41)  -0.8489
O (2.75, -0.69, -2.25)  -0.4990
O (2.14, -1.20, -0.22)  -0.4881
O (-1.93, -0.49, 1.64)  -0.8465
O (-1.30, 1.97, 1.73)  -0.8578
S (-1.57, 0.77, 0.95)  2.2447

Calculated values
LUMO energy (alpha / beta)   1.78 / 0.37 eV
Molar mass   126.07 u
E_HOMO (alpha / beta)   -4.40 / -2.67 eV
Total charge   -1

---

<x>
Computed, not measured: a cluster of 2 separate species, NO5S in total, with wB97M-V/def2-TZVPD.

Last column: natural (NBO) charge in e.
Positions of all 7 atoms, in Å:
N (1.37, 0.16, 0.84)  0.7175
O (-2.14, -1.38, -1.78)  -0.8706
O (2.02, -0.75, 0.32)  -0.5430
O (0.26, 0.46, 0.35)  -0.6070
O (-2.63, 0.94, -1.26)  -0.8641
O (1.82, 0.78, 1.82)  -0.5369
S (-1.62, -0.03, -1.65)  1.7041

Calculated values
LUMO energy   2.66 eV
Molar mass   126.07 u
E_HOMO   -4.58 eV
Total charge   -1

---

Most stable structure, least stable structure: <x>, <w>.

---

<w>
Computed, not measured: a cluster of 2 separate species, C3H4Cl2S in total, with wB97M-V/def2-TZVPD.

Last column: natural (NBO) charge in e.
Positions of all 10 atoms, in Å:
C (2.59, -0.23, -0.32)  -0.3391
C (1.57, -1.03, -0.26)  -0.1194
C (-0.69, 0.05, 0.55)  -0.5741
S (-1.71, -1.32, 0.33)  0.1065
Cl (4.20, -0.94, -0.57)  -0.0705
Cl (1.39, -2.64, -0.31)  0.1155
H (2.70, 0.86, 0.04)  0.2467
H (0.03, 0.02, 1.40)  0.2564
H (-0.97, 0.88, -0.13)  0.2301
H (-2.17, -1.00, -1.04)  0.1478

Calculated values
LUMO energy (alpha / beta)   -0.19 / -0.70 eV
Molar mass   143.04 u
E_HOMO (alpha / beta)   -8.57 / -7.90 eV
Total charge   0

---

<x>
Computed, not measured: a structure of composition C3H4Cl2S, with wB97M-V/def2-TZVPD.

Last column: natural (NBO) charge in e.
Positions of all 10 atoms, in Å:
C (1.10, 0.16, -0.03)  -0.2714
C (1.34, -0.31, 1.34)  -0.5263
C (0.04, -0.57, -0.34)  -0.2214
S (-0.19, -1.33, 1.26)  0.2461
Cl (-3.94, 1.25, -1.62)  -0.2517
Cl (-0.97, -0.54, -1.64)  0.0829
H (1.56, 0.72, -0.83)  0.2240
H (-2.76, 1.00, -1.62)  0.2381
H (2.31, -0.89, 1.32)  0.2354
H (1.50, 0.51, 2.15)  0.2444

Calculated values
LUMO energy   0.64 eV
Molar mass   143.04 u
E_HOMO   -8.88 eV
Total charge   0

---

Most stable structure, least stable structure: <x>, <w>.

---

<w>
Computed, not measured: a structure of composition C10H15N, with wB97M-V/def2-TZVPD.

Last column: natural (NBO) charge in e.
Positions of all 26 atoms, in Å:
C (-1.86, 2.45, 0.41)  -0.6431
C (-1.82, 0.97, -0.45)  -0.2107
C (-1.78, -1.20, 0.60)  -0.2544
C (-2.06, -2.20, -0.31)  -0.6196
C (0.29, -0.05, -0.16)  0.2350
C (1.16, -1.21, 0.14)  -0.3302
C (2.45, -1.30, 0.05)  -0.1299
C (3.20, 0.18, 0.24)  -0.2567
C (2.34, 1.23, -0.07)  -0.2064
C (0.94, 1.15, -0.35)  -0.3340
H (-3.08, 2.56, 1.29)  0.1888
H (-1.94, 3.43, -0.47)  0.2261
H (-0.92, 2.59, 1.00)  0.2076
H (-1.77, 1.53, -1.62)  0.1856
H (-2.80, 0.69, -0.64)  0.2075
H (-2.42, -0.71, 1.47)  0.2460
H (-0.88, -1.67, 1.13)  0.2045
H (-1.17, -2.70, -0.92)  0.2504
H (-2.36, -3.18, 0.40)  0.2110
H (-3.09, -1.88, -0.99)  0.2090
H (0.58, -1.97, 0.41)  0.1812
H (2.81, -2.54, -0.50)  0.2370
H (4.25, 0.25, 0.29)  0.2136
H (2.65, 2.31, -0.39)  0.2233
H (0.27, 2.02, -0.22)  0.2150
N (-1.04, -0.11, -0.12)  -0.4564

Calculated values
LUMO energy   0.71 eV
Molar mass   149.24 u
E_HOMO   -7.49 eV
Total charge   0

---

<x>
Computed, not measured: an isolated molecule of C10H15N, with wB97M-V/def2-TZVPD.

Last column: natural (NBO) charge in e.
Positions of all 26 atoms, in Å:
C (-1.22, 1.23, 1.00)  -0.2574
C (-2.30, 1.08, 0.25)  -0.0180
C (-0.16, 0.43, 0.36)  -0.0352
C (-1.64, -1.20, -0.50)  0.1444
C (0.99, 1.07, -0.20)  0.0306
C (-0.34, -1.14, 0.17)  -0.2122
C (1.04, 2.58, -0.36)  -0.6682
C (2.22, 0.40, -0.89)  -0.6497
C (0.50, -2.18, -0.60)  -0.5826
C (-0.53, -1.95, 1.53)  -0.5672
N (-2.33, -0.11, -0.54)  -0.5859
H (-1.13, 1.95, 1.71)  0.2252
H (-3.26, 1.62, 0.15)  0.2081
H (1.79, 3.00, -0.99)  0.2182
H (1.18, 3.26, 0.56)  0.2173
H (0.09, 2.87, -0.86)  0.2207
H (3.01, 0.26, -0.10)  0.2179
H (2.72, 1.09, -1.67)  0.2120
H (2.18, -0.59, -1.26)  0.2268
H (-0.11, -3.06, -0.74)  0.2341
H (1.29, -2.39, 0.09)  0.1996
H (0.91, -1.93, -1.65)  0.2120
H (0.45, -1.87, 2.15)  0.2134
H (-0.80, -2.88, 1.30)  0.2054
H (-1.32, -1.40, 2.14)  0.2067
H (-3.22, -0.13, -1.03)  0.3837

Calculated values
LUMO energy   0.68 eV
Molar mass   149.24 u
E_HOMO   -7.45 eV
Total charge   0

---

<y>
Computed, not measured: an isolated molecule of C10H15N, with wB97M-V/def2-TZVPD.

Last column: natural (NBO) charge in e.
Positions of all 26 atoms, in Å:
C (-1.38, 1.15, 0.10)  -0.2369
C (-2.62, 0.68, 0.05)  -0.0795
C (-0.20, 0.41, -0.21)  -0.0575
C (-1.71, -1.32, -0.72)  0.1160
C (1.00, 0.96, -0.38)  0.1090
C (-0.45, -1.01, -0.02)  -0.2524
C (1.68, 1.80, 0.65)  -0.6458
C (1.86, 0.75, -1.53)  -0.6596
C (0.63, -2.03, -0.43)  -0.5881
C (-0.56, -1.18, 1.52)  -0.6006
N (-2.77, -0.62, -0.41)  -0.5683
H (-1.38, 2.25, 0.43)  0.2197
H (-3.47, 1.27, 0.21)  0.2065
H (2.43, 1.20, 1.17)  0.2298
H (1.15, 2.31, 1.45)  0.2301
H (2.29, 2.65, 0.10)  0.2005
H (2.81, 0.41, -1.20)  0.2113
H (2.02, 1.71, -1.97)  0.2326
H (1.67, 0.03, -2.33)  0.2358
H (0.56, -2.86, 0.35)  0.2118
H (1.59, -1.56, -0.58)  0.2016
H (0.37, -2.58, -1.33)  0.2314
H (0.23, -1.62, 2.07)  0.2170
H (-1.50, -1.72, 1.79)  0.2220
H (-0.65, -0.16, 2.02)  0.2135
H (-3.62, -0.92, -0.82)  0.4001

Calculated values
LUMO energy (alpha / beta)   0.26 / 0.26 eV
Molar mass   149.24 u
E_HOMO (alpha / beta)   -7.12 / -7.12 eV
Total charge   0

---

Most stable structure, least stable structure: <x>, <w>.